# 1
C16H49N11O7 | wB97M-V/def2-TZVPD

The geometry in XYZ format:
```
83
Properties=species:S:1:pos:R:3:mulliken_charge:R:1
O 12.0861 19.3443 11.5651 -0.304
O 6.4116 10.3187 8.3454 -0.254
O 6.4359 8.7014 13.9060 -0.743
O 14.0631 15.5140 11.0668 -0.651
O 7.0084 12.9978 11.6799 -0.751
O 9.3840 15.3103 8.3565 -0.596
O 7.1028 12.5205 17.8087 -0.328
N 8.7721 16.4394 6.4190 -0.503
N 8.5716 12.9292 14.5669 -0.259
N 7.4423 7.0707 9.8970 -0.698
N 5.7457 10.6742 12.9635 -0.206
N 9.6774 17.5131 8.1702 -0.416
N 8.0162 10.2360 13.2330 -0.189
N 12.4970 14.1536 10.0650 -0.447
N 11.5375 15.8959 12.7445 -0.451
N 8.5221 14.5946 11.0978 -0.032
N 13.9293 15.2400 8.8002 -0.451
N 7.6348 13.0641 9.5232 -0.298
C 9.1001 14.5934 16.4161 -1.194
C 7.7022 13.5267 10.8292 0.362
C 7.1145 9.2478 8.9226 -1.012
C 12.2627 18.2781 12.4850 -0.667
C 11.3030 17.2270 12.1468 1.043
C 6.7440 9.7827 13.3750 0.319
C 5.4621 8.4212 10.4996 -1.192
C 13.5199 15.0459 10.0880 0.634
C 6.3910 7.9625 9.3802 0.756
C 12.9036 20.4174 12.0081 -0.790
C 6.0201 9.9464 7.0267 -0.916
C 8.5871 13.1385 16.0277 -0.067
C 7.1266 12.9019 16.4893 -0.296
C 5.9001 11.9311 18.2314 -0.698
C 9.2867 16.3301 7.6788 0.500
C 9.9582 17.7238 12.5910 -1.747
H 9.1099 17.1685 12.2066 0.313
H 4.9946 12.5589 18.3886 0.279
H 9.2059 12.3673 16.4747 0.352
H 8.0944 11.2029 12.9403 0.109
H 6.8561 9.6477 6.4105 0.409
H 6.0529 8.6902 11.4191 0.230
H 12.4663 15.6037 12.5627 0.225
H 6.6913 12.1028 15.8937 0.104
H 7.3318 12.1022 9.4234 0.197
H 7.6822 6.3039 9.3043 0.232
H 10.2169 14.6572 16.2486 0.293
H 6.0944 11.4543 19.1900 0.271
H 5.7662 7.4003 8.5983 0.222
H 14.8013 15.8344 8.7595 0.251
H 11.8310 14.2655 9.3180 0.191
H 12.0755 18.6107 13.6015 0.248
H 7.9717 9.0845 8.2699 0.448
H 8.2080 13.4811 8.8270 0.233
H 9.9689 17.9065 13.6689 0.473
H 8.9377 14.6829 17.4834 0.414
H 7.8424 13.5350 14.1965 0.157
H 8.5425 15.3996 15.8821 0.257
H 7.0510 6.6051 10.7203 0.247
H 9.4499 13.2094 14.1916 0.167
H 9.0328 14.6329 11.9734 0.092
H 4.9730 9.3795 10.2419 0.318
H 7.5760 9.5722 9.9008 0.310
H 5.5203 11.1574 17.5251 0.269
H 5.2039 9.2314 6.8739 0.257
H 11.2449 17.1283 11.0086 -0.286
H 4.8156 10.3901 13.0897 0.198
H 13.3186 17.9160 12.3920 0.421
H 8.0435 15.7711 6.0813 0.258
H 9.9497 18.7146 12.1018 0.435
H 8.7955 9.6658 13.5908 0.221
H 6.5086 13.7747 16.3231 0.328
H 5.9737 11.4922 12.4098 0.301
H 13.7541 14.5872 8.0469 0.218
H 5.8384 10.9373 6.5792 0.288
H 9.7000 17.3746 9.2009 0.165
H 13.9648 20.1743 12.1661 0.316
H 12.9150 21.1967 11.2128 0.243
H 9.0874 14.9668 10.3685 0.188
H 12.0368 13.8288 10.9425 0.262
H 4.6410 7.7761 10.7986 0.393
H 11.4263 16.0638 13.7456 0.226
H 8.5836 17.3477 6.0073 0.203
H 12.5384 20.9144 12.9072 0.332
H 9.3560 18.4411 7.8515 0.267
```

Computed properties:
E = -1768.0796 Eh
Gap between HOMO and LUMO = 8.8 eV
Relative energy (zero: lowest compared OMol25 entry of this formula, charge and spin) = 1.986 eV
E_HOMO = -0.3176 Ha
Spin multiplicity = 1

=====

# 2
C16H50N3O8 | wB97M-V/def2-TZVPD

The geometry in XYZ format:
```
77
Properties=species:S:1:pos:R:3:mulliken_charge:R:1
O -2.0034 1.2224 -2.5499 -0.301
O -0.0371 -1.7197 -2.8725 -0.358
O 4.7811 3.6124 -2.9925 -0.320
O -2.7894 1.2209 2.4240 -0.518
O 0.8610 -0.7160 3.0749 -0.282
O 1.1134 2.3987 0.1038 -0.515
O -0.2288 -2.9866 4.3661 -0.383
O -1.6919 -4.1310 -2.2884 -0.390
N 1.1719 2.9591 -2.4307 -0.301
N -1.9421 -3.1402 1.1860 -0.231
N -0.5534 -0.2407 0.1838 0.404
C -0.9308 -3.3683 2.2033 -0.590
C 2.5110 2.6886 -2.9530 -0.718
C -1.4805 -3.7761 0.0217 -0.570
C -2.3241 -3.3567 -1.2203 0.016
C -3.2038 1.1457 -1.8594 -0.704
C 0.1236 2.2163 -3.0765 -0.358
C 2.1904 2.7100 1.0831 -0.644
C -1.3993 -2.8217 3.5965 -0.572
C -0.5813 -2.8065 5.6859 -0.969
C -2.2800 1.2979 3.8221 -0.369
C 1.2734 -1.6136 -3.1332 -0.833
C 5.7150 4.4942 -2.5583 -0.896
C -2.3936 -4.0623 -3.5534 -0.873
C 1.6051 0.2149 3.9083 -0.799
C 3.4073 3.7584 -2.3255 -0.400
C -1.2246 2.4370 -2.3333 -0.176
H -3.3150 -4.5804 -3.3892 0.365
H -3.5792 0.0648 -1.7236 0.131
H -1.0199 -1.8891 5.9194 0.409
H -3.4453 -3.5191 -1.0330 0.410
H -3.0514 2.1356 4.2260 0.267
H -0.7746 -4.3468 2.3406 0.574
H 1.0505 1.0176 4.2188 0.358
H -1.1781 -0.4660 -0.5028 -0.054
H 5.5007 5.4853 -2.5247 0.386
H -4.0276 1.5691 -2.3347 0.429
H -0.9018 0.5619 0.5374 0.337
H -2.1238 -2.2101 -1.5891 -0.192
H 3.0887 2.2053 0.7347 0.361
H -0.4232 -0.8135 0.9410 0.004
H 2.7464 1.7573 -2.7551 0.399
H 0.4609 1.2446 -3.1965 -0.239
H -2.6151 -3.1226 -3.7999 0.374
H 1.3058 -0.7590 -3.6613 0.289
H 1.9869 -1.3330 -2.2373 0.188
H 3.0434 4.7944 -2.6393 0.259
H 0.3732 -2.5713 6.1719 0.335
H 2.4454 0.9085 3.3477 0.222
H -3.1818 1.5411 -0.7489 0.241
H 2.6058 2.8836 -4.0633 0.297
H -1.0458 2.6359 -1.2294 0.113
H 0.3141 -0.0721 -0.3697 0.247
H -2.7417 -3.6800 1.4270 0.279
H -1.6408 3.3820 -2.6626 0.422
H -0.3256 -3.4203 -0.0465 0.161
H 2.4153 3.7342 1.1801 0.359
H -1.1389 1.4066 3.9634 0.027
H -1.9931 -3.5347 4.2485 0.483
H 0.1850 -2.8790 2.0392 0.173
H 0.8760 -1.4318 3.6253 0.212
H 0.7979 4.0209 -2.2384 0.394
H 1.8834 -0.3365 4.9302 0.311
H 6.6735 4.2684 -3.1017 0.247
H 1.6993 -2.5024 -3.4163 0.475
H -1.5253 -4.8594 0.1247 0.426
H 1.3243 2.8842 -0.8003 0.570
H 5.9041 4.2495 -1.5595 0.375
H -1.7048 -4.5808 -4.2929 0.236
H -3.8973 1.4121 2.4390 0.335
H 1.9193 2.3268 1.9801 -0.004
H -1.7292 -1.8346 3.8354 0.125
H 0.0141 2.7296 -4.1064 0.260
H -1.2869 -3.5414 6.1023 0.391
H 3.2875 3.7485 -1.2735 0.319
H -2.8389 0.4037 4.0698 0.274
H -0.0852 -2.7248 -2.6186 0.294
```

Computed properties:
E = -1405.1052 Eh
Gap between HOMO and LUMO = 9.6 eV
Relative energy (zero: lowest compared OMol25 entry of this formula, charge and spin) = 2.415 eV
E_HOMO = -0.4246 Ha
Net charge = +1
Spin multiplicity = 1

=====

# 3
C16H52ClN4O12 | wB97M-V/def2-TZVPD

The geometry in XYZ format:
```
85
Properties=species:S:1:pos:R:3:mulliken_charge:R:1
Cl -0.0117 -0.2312 -0.4532 1.670
O 5.0030 -2.3029 -2.6634 -0.370
O -4.1670 4.6896 1.6446 -0.295
O 4.0407 -1.1209 2.2135 -0.315
O -0.9064 -0.3697 0.6849 -0.364
O -0.6397 -0.7072 -1.6660 -0.765
O 0.5198 1.1025 -0.5542 -0.728
O -2.7201 0.0753 3.1194 -0.804
O -4.7592 -3.6501 0.9246 -0.258
O -0.0029 -3.1453 2.0006 -0.693
O -0.1424 -0.1748 -5.2807 -0.631
O -1.8591 2.0276 -2.8572 -0.633
O 1.1002 -1.1398 -0.2017 -0.671
N 3.5425 1.4108 0.8592 -0.784
N -2.1120 2.4089 1.6001 -0.131
N -3.3862 -2.2298 -0.9265 -0.809
N 5.4410 -2.7305 -5.3466 -0.776
C -4.4164 -0.1365 -0.3359 -1.250
C 5.2912 -1.2045 -3.4919 -0.721
C -5.7896 -4.6002 0.8909 -0.800
C 4.3846 -1.9431 -1.4402 -0.326
C -4.0404 -1.4914 0.1923 1.416
C 2.9979 -0.2514 2.6229 -0.353
C -1.3663 4.7782 1.9238 -1.446
C 3.3508 1.1989 2.3009 0.269
C -3.6380 3.9133 2.7126 -0.830
C 3.7735 -2.4464 2.5747 -0.787
C -5.2073 -2.3509 0.6438 -0.990
C -5.5626 4.7208 1.6652 -0.788
C 2.1949 2.0880 2.7893 -1.149
C -2.1781 3.6133 2.4574 0.346
C 6.1521 -1.6607 -4.6259 0.689
C 6.4767 -0.5251 -5.5900 -1.464
H 3.2913 -1.9368 -1.5168 0.261
H 4.2820 1.3969 2.8377 0.324
H -2.4592 -0.3789 2.3102 0.241
H -5.3763 -5.5711 1.1550 0.234
H -4.1544 2.9507 2.7789 0.426
H 2.8664 -0.2895 3.7154 0.447
H 2.6605 1.1241 0.4409 0.272
H -3.3396 -1.4257 1.0266 -0.280
H 7.0992 -2.0615 -4.2334 0.240
H 2.6123 3.0576 3.0670 0.393
H -2.3659 2.7053 0.6584 0.195
H 4.6712 -2.6691 -0.6824 0.166
H 5.2166 -3.4810 -4.6994 0.256
H -0.1912 -0.5633 -4.4006 0.326
H -1.7333 1.0755 -2.7782 0.301
H -0.9170 -3.4031 2.1457 0.273
H -3.5021 0.4256 -0.5456 0.015
H -5.0176 0.4739 0.3420 0.291
H 6.0750 -3.1875 -5.9979 0.245
H 4.6659 -0.9351 -1.1202 0.086
H 6.7283 0.3878 -5.0432 0.343
H 7.3089 -0.8029 -6.2338 0.370
H -1.7818 3.3240 3.4374 0.381
H 3.6500 -2.5863 3.6559 0.334
H -3.7746 4.4593 3.6570 0.446
H 4.2414 0.7112 0.6207 0.343
H -6.2301 -4.6353 -0.1137 0.336
H 2.0842 -0.5674 2.1032 -0.029
H 5.5943 -0.2687 -6.1795 0.387
H -3.0746 -3.1114 -0.5290 0.334
H -1.0842 2.3961 -2.4230 0.318
H -0.0683 -2.2823 1.5724 0.350
H -5.9992 -2.3225 -0.1199 0.399
H -4.9288 -0.2251 -1.2962 0.446
H -0.3027 4.5415 2.0062 0.323
H -5.6412 -1.9027 1.5539 0.363
H -6.0045 3.7136 1.7254 0.307
H 4.3563 -0.7980 -3.9128 0.249
H -1.5836 5.0377 0.8864 0.312
H 5.7871 -0.3979 -2.9363 0.360
H -1.1602 2.0687 1.4742 -0.098
H -5.9170 5.3052 2.5226 0.289
H 4.6113 -3.0684 2.2510 0.278
H -2.5180 -1.7590 -1.1708 0.228
H 1.4857 2.2419 1.9774 0.043
H -5.9219 5.1017 0.7096 0.273
H 0.5749 -0.6401 -5.7181 0.296
H 1.6945 1.6433 3.6486 0.409
H 2.8740 -2.8228 2.0687 0.291
H -2.6369 0.9993 2.8372 0.431
H -6.5936 -4.3784 1.6074 0.292
H -1.5171 5.7160 2.4709 0.425
```

Computed properties:
E = -2222.6891 Eh
Gap between HOMO and LUMO = 9.3 eV
Relative energy (zero: lowest compared OMol25 entry of this formula, charge and spin) = 0.000 eV
E_HOMO = -0.2448 Ha
Net charge = -1
Spin multiplicity = 1